1.
The following is a DFT calculation (ωB97M-V/def2-TZVPD) of a cluster of 2 separate species, C5H8O in total.

```
14
Properties=species:S:1:pos:R:3:forces:R:3:lowdin_charge:R:1
O -1.3350 -1.2712 -0.9196 -0.1 0.5 0.0 0.011
C -1.6854 -0.1196 -0.7554 0.1 -0.3 0.0 -0.284
C -0.8289 1.0611 -0.5498 0.2 0.0 0.0 -0.083
C 0.4609 1.1273 -0.1599 -0.1 0.0 -0.1 -0.100
C 1.4553 0.0924 0.1382 0.0 -0.1 -0.1 -0.184
C 1.5219 -1.1445 -0.3644 0.0 0.1 0.0 0.043
H -2.7683 0.1243 -0.7506 0.1 0.0 0.0 0.113
H -1.3638 2.0038 -0.6583 0.1 -0.1 0.0 0.095
H -1.0803 -0.3249 2.3243 0.0 0.0 0.0 0.045
H 0.8352 2.1397 0.0022 -0.1 -0.2 0.0 0.103
H 2.2495 0.4209 0.8081 -0.1 0.0 -0.1 0.094
H -0.5833 -0.7912 2.0269 0.0 0.0 0.0 0.033
H 2.3480 -1.7966 -0.0917 -0.1 0.1 0.0 0.064
H 0.7740 -1.5216 -1.0500 0.2 0.0 0.1 0.050
```
Forces are in eV/Å.

Computed properties:
2S+1   1
Calculated total energy   -270.45903 Eh
Energy above the lowest of the compared OMol25 structures with the same formula, charge and spin   2.690 eV
F_max   0.0097 Eh/bohr
SMILES   C=C/C=C\C=O.[H][H]
Net charge   0
M   84.12 g mol⁻¹
Frontier orbital gap   9.2 eV



2.
The following is a DFT calculation (ωB97M-V/def2-TZVPD) of a structure of composition C19H23N5O2PtSe in a non-equilibrium geometry.

```
51
Properties=species:S:1:pos:R:3:forces:R:3:lowdin_charge:R:1
N 0.2044 3.4560 -0.3651 0.6 0.8 -0.1 0.079
C 0.5489 4.5530 -0.5298 -0.8 -1.1 0.0 -0.205
C 0.8816 5.9463 -0.7551 -0.1 0.1 -0.1 -0.010
H -0.0467 6.5208 -0.8976 0.3 -0.2 0.1 0.121
H 1.5098 6.0438 -1.6472 -0.1 0.0 0.2 0.109
H 1.4118 6.3086 0.1235 0.1 0.2 0.0 0.109
N 2.8454 -1.3880 -0.8096 2.1 -1.3 -0.9 0.032
C 3.7150 -1.9467 -1.3338 -0.4 0.2 1.5 -0.115
C 4.8721 -2.6958 -1.7880 -0.1 0.0 -0.4 0.030
H 5.3647 -2.1311 -2.5892 0.0 -0.2 0.1 0.122
H 4.5357 -3.6687 -2.1706 0.2 0.2 0.1 0.126
H 5.5651 -2.8379 -0.9476 -0.2 0.1 -0.1 0.132
N -2.2386 -1.2754 -0.6892 -0.8 -0.6 0.4 0.133
C -3.2485 -1.8474 -0.6687 0.9 0.6 -0.8 -0.213
C -4.5322 -2.5210 -0.7592 -0.1 -0.1 0.3 -0.006
H -4.5095 -3.3470 -0.0315 -0.3 0.1 -0.3 0.114
H -4.6741 -2.9092 -1.7836 0.0 0.1 0.5 0.122
H -5.3256 -1.7921 -0.5046 0.3 -0.5 -0.2 0.119
Pt 1.1639 -0.2155 -0.2911 -0.3 -0.9 -0.9 0.921
C 0.3982 -1.9167 0.3953 -3.5 -5.7 1.7 -0.223
O -0.0971 -2.9091 0.7489 2.5 4.4 -1.4 0.176
C 2.3316 1.3008 -0.2196 3.4 5.1 -0.8 -0.282
O 3.0650 2.1716 -0.3667 -2.0 -2.8 0.7 0.202
C 1.1930 1.4134 -2.9394 -0.1 0.9 -0.4 0.005
C -0.1881 1.4748 -2.7945 -1.9 -0.5 0.1 -0.009
C -0.9428 0.2997 -2.7918 -0.3 2.4 0.0 -0.014
C -0.3207 -0.9346 -2.9437 -0.1 -0.9 -0.2 0.010
C 1.0679 -1.0014 -3.0864 1.3 0.4 -0.3 -0.039
C 1.8238 0.1734 -3.0876 0.2 -1.8 -0.4 -0.039
H 1.7568 2.3315 -3.0350 0.1 0.1 0.1 0.153
H -0.6888 2.4328 -2.7376 0.1 0.0 0.1 0.132
H -2.0210 0.3593 -2.7380 0.0 0.0 0.0 0.133
H -0.9210 -1.8314 -3.0052 0.0 -0.1 0.0 0.143
H 1.5396 -1.9506 -3.3053 0.0 0.0 0.1 0.140
H 2.8813 0.1288 -3.3164 0.0 0.0 0.1 0.146
C -3.4605 -0.1224 2.3539 -0.9 0.0 -0.2 0.024
N -2.2228 -0.4530 3.0406 0.2 -0.6 1.4 -0.074
C -2.1421 -1.1894 4.2187 -1.1 1.0 -2.0 0.115
C -0.8428 -1.1773 4.6135 2.2 1.1 -0.9 0.117
N -0.1420 -0.4265 3.6789 -0.6 -0.8 0.3 -0.083
C 1.2643 -0.0888 3.7607 0.8 0.2 0.4 0.021
C -0.9789 -0.0024 2.6912 -0.5 -0.4 0.4 -0.549
Se -0.5983 1.0384 1.1759 -1.0 0.2 1.6 1.069
H -3.5423 0.9691 2.2356 -0.1 -0.4 0.2 0.123
H -4.2862 -0.5191 2.9677 0.3 0.4 -0.3 0.133
H -3.4802 -0.5982 1.3680 0.1 0.2 0.3 0.060
H -3.0032 -1.6450 4.6779 -0.1 0.0 0.0 0.173
H -0.3322 -1.5941 5.4705 -0.2 0.0 0.1 0.178
H 1.4231 0.9005 3.3167 0.0 -0.2 0.3 0.097
H 1.5168 -0.0610 4.8234 0.2 0.1 -0.2 0.130
H 1.9067 -0.8258 3.2679 -0.3 0.0 0.0 0.113
```
Forces are in eV/Å.

Computed properties:
2S+1   5
Calculated total energy   -3681.06840 Eh
Energy above the lowest of the compared OMol25 structures with the same formula, charge and spin   0.000 eV
F_max   0.1342 Eh/bohr
⟨S²⟩   6.045
Net charge   +4
M   627.46 g mol⁻¹
Frontier orbital gap (spin up / spin down)   7.4 / 5.0 eV



Question: Which of these has the highest energy above the lowest of the compared OMol25 structures with the same formula, charge and spin?
Answer: C5H8O



Question: Which of these has the lowest calculated total energy?
Answer: C19H23N5O2PtSe



Question: Which of these has the highest calculated total energy?
Answer: C5H8O